Molecular formula: C2HBrF2O
Method: DFT, ωB97M-V with the def2-TZVPD basis set

- SMILES = O=C(F)[C@@H](F)Br
- DFT total energy (eV) = -79614.615
- LUMO level (eV) = 0.23
- ΔE to the lowest compared entry with this formula, charge and spin (eV) = 0.0000
- E_HOMO (eV) = -10.9

Geometry as ORCA input:
```
! RIJCOSX wB97M-V def2-TZVPD def2/J DEFGRID3
* xyz 0 1
O -1.741 -0.816 0.266
C -0.959 -0.079 -0.207
F -1.191 0.677 -1.264
C 0.588 0.129 0.372
F 0.836 -0.393 1.557
Br 1.649 -0.728 -1.057
H 0.818 1.210 0.333
*
```

***

Molecular formula: C3H6INO2
Method: DFT, ωB97M-V with the def2-TZVPD basis set

- DFT total energy (eV) = -16886.289
- <S²> = 2.0098
- LUMO level (alpha / beta) (eV) = 0.28 / -3.12
- ΔE to the lowest compared entry with this formula, charge and spin (eV) = 3.4943
- E_HOMO (alpha / beta) (eV) = -6.5 / -9.9

Geometry as ORCA input:
```
! RIJCOSX wB97M-V def2-TZVPD def2/J DEFGRID3
* xyz 0 3
C 1.582 -0.604 0.303
C 0.340 -0.715 -0.533
C -0.837 -0.271 0.290
N -1.137 1.625 -0.070
O -1.119 1.937 -1.191
O -1.460 2.242 0.911
I -2.874 -0.888 -0.026
H 2.389 -0.570 -0.439
H 1.747 -1.361 0.992
H 1.478 0.384 0.744
H 0.354 -1.651 -1.010
H 0.376 0.035 -1.355
H -0.838 -0.163 1.385
*
```

***

Molecular formula: C2HClF4S
Method: DFT, ωB97M-V with the def2-TZVPD basis set

- DFT total energy (eV) = -36314.311
- LUMO level (alpha / beta) (eV) = -0.55 / -2.31
- ΔE to the lowest compared entry with this formula, charge and spin (eV) = 2.8488
- E_HOMO (alpha / beta) (eV) = -9.5 / -9.1

Geometry as ORCA input:
```
! RIJCOSX wB97M-V def2-TZVPD def2/J DEFGRID3
* xyz 0 1
C 0.150 -0.725 -0.951
C -0.771 -0.479 0.260
F 1.037 0.338 -0.913
F 0.910 -1.840 -0.720
F -0.725 -1.308 1.247
F -2.043 -0.283 -0.004
S 0.130 2.715 0.841
Cl 1.572 2.534 2.200
H -0.259 -0.951 -1.960
*
```

***

Molecular formula: C4H3ClOS
Method: DFT, ωB97M-V with the def2-TZVPD basis set

- SMILES = O=C1S[C@H]1/C=C/Cl
- DFT total energy (eV) = -29599.619
- LUMO level (eV) = 0.24
- ΔE to the lowest compared entry with this formula, charge and spin (eV) = 1.5374
- E_HOMO (eV) = -9.3

Geometry as ORCA input:
```
! RIJCOSX wB97M-V def2-TZVPD def2/J DEFGRID3
* xyz 0 1
O 2.048 -1.824 0.331
C 1.766 -0.694 0.073
S 2.196 0.816 -0.708
C 0.704 0.368 0.397
C -0.463 -0.078 -0.412
C -1.701 0.363 -0.039
Cl -3.242 -0.262 -0.476
H 0.696 0.999 1.282
H -0.337 -0.847 -1.139
H -1.667 1.158 0.690
*
```

***

| no. | F_max (hartree/bohr) |
| --- | --- |
| 1 | 0.0659 |
| 2 | 0.1156 |
| 3 | 0.0310 |
| 4 | 0.0722 |